(1)
This record from the Open Molecules 2025 dataset describes a cluster of 2 separate species, CH6S2 in total at a distorted geometry. The level of theory is ωB97M-V with the def2-TZVPD basis set.

```
9
Properties=species:S:1:pos:R:3:forces:R:3
H -0.893722 1.767367 7.202515 0.14 -0.12 0.58
H 0.189161 -2.206802 -5.466208 0.58 0.06 -0.31
C 0.433045 -1.673904 -4.556697 -0.70 1.04 0.54
H 1.414964 -1.228958 -4.417444 0.39 -0.69 -0.48
S -0.007014 2.875047 5.165831 1.83 0.78 -1.93
S -1.620259 1.484335 6.144403 -1.54 -1.20 0.45
H 0.180579 -2.308056 -3.718621 0.06 -0.10 0.27
H 0.500051 2.069688 4.149861 -0.43 0.55 0.90
H -0.196806 -0.778716 -4.503639 -0.33 -0.31 -0.03
```
Positions in Å, forces in eV/Å.

* energy relative to the best compared isomer or geometry (same formula, charge and spin): 0.0 kcal per mole
* net charge: -1
* ⟨S²⟩: 0.75
* gap between HOMO and LUMO (alpha / beta): 3.4 / 5.8 eV
* 2S+1: 2
* DFT total energy: -22804.576 eV

***

(2)
This record from the Open Molecules 2025 dataset describes a cluster of 2 separate species, CH6S2 in total. The level of theory is ωB97M-V with the def2-TZVPD basis set.

```
9
Properties=species:S:1:pos:R:3:forces:R:3
S 1.035839 0.665437 -1.096151 0.12 0.19 -0.04
S -2.437323 1.579124 1.067641 -0.33 0.02 -0.69
H 1.619374 -1.691015 -1.480918 0.15 0.30 0.01
H -0.001182 -1.451119 -0.911734 0.08 0.25 0.05
H -1.611281 1.679259 2.083933 0.45 0.03 0.55
H -3.285836 0.810388 1.748371 -0.12 -0.08 0.12
H 1.310569 -1.350367 0.237425 0.10 0.12 0.03
C 1.027689 -1.098445 -0.781532 -0.44 -0.87 0.01
H 2.342152 0.856739 -0.867036 -0.02 0.03 -0.03
```
Positions in Å, forces in eV/Å.

* energy relative to the best compared isomer or geometry (same formula, charge and spin): 5.0 kcal per mole
* gap between HOMO and LUMO: 9.9 eV
* DFT total energy: -22804.413 eV
* structure (SMILES): CS.S

***

(3)
This record from the Open Molecules 2025 dataset describes a cluster of 2 separate species, CH6S2 in total. The level of theory is ωB97M-V with the def2-TZVPD basis set.

```
9
Properties=species:S:1:pos:R:3:forces:R:3
H -3.189116 -0.522389 1.199414 0.08 -0.12 -0.02
H 0.031390 0.118596 1.267789 -0.01 -0.16 -0.23
H 2.406068 -0.783211 -3.599233 0.23 -0.08 -0.17
S -2.011883 -1.071653 0.858400 0.04 0.51 0.09
H -0.849799 -0.074146 2.746089 -0.21 0.10 0.05
S 2.326598 0.242858 -2.755539 -0.57 0.15 0.40
H 3.543635 0.716753 -2.985149 0.33 -0.07 -0.22
H -1.288849 1.201898 1.575258 -0.33 -0.10 -0.08
C -0.968043 0.171295 1.692971 0.43 -0.24 0.18
```
Positions in Å, forces in eV/Å.

* energy relative to the best compared isomer or geometry (same formula, charge and spin): 5.9 kcal per mole
* gap between HOMO and LUMO: 9.9 eV
* DFT total energy: -22804.372 eV
* structure (SMILES): CS.S

***

(4)
This record from the Open Molecules 2025 dataset describes a cluster of 2 separate species, CH6S2 in total at a distorted geometry. The level of theory is ωB97M-V with the def2-TZVPD basis set.

```
9
Properties=species:S:1:pos:R:3:forces:R:3
H -0.936351 -1.721591 -0.758885 0.00 0.00 -0.14
H -1.465283 -1.225330 1.533752 -0.18 -0.09 -0.41
H -0.654817 0.284545 1.488292 0.47 0.15 -0.08
C -1.444082 -0.273076 1.003730 0.16 0.33 1.17
H 3.190847 0.951271 -0.374513 -0.12 -0.15 -0.03
S -1.145264 -0.401100 -0.762588 -0.11 -0.21 -0.11
H 1.951321 0.580082 -1.868961 -0.08 -0.16 0.17
H -2.336025 0.287819 1.273442 -0.32 -0.19 -0.46
S 2.839654 1.517380 -1.534270 0.17 0.31 -0.11
```
Positions in Å, forces in eV/Å.

* energy relative to the best compared isomer or geometry (same formula, charge and spin): 6.7 kcal per mole
* gap between HOMO and LUMO: 10.0 eV
* DFT total energy: -22804.338 eV
* structure (SMILES): CS.S

***

(5)
This record from the Open Molecules 2025 dataset describes a cluster of 2 separate species, CH6S2 in total. The level of theory is ωB97M-V with the def2-TZVPD basis set.

```
9
Properties=species:S:1:pos:R:3:forces:R:3
H 1.742238 1.653073 -0.545641 0.16 0.05 -0.10
H 0.589566 0.838750 -1.601852 0.01 -0.09 -0.03
S -0.472846 -1.950881 2.327619 -0.04 -0.07 -0.20
H 0.284775 2.485409 -1.082302 0.00 0.19 -0.09
C 1.064307 1.792541 -1.384091 -0.28 -0.30 0.20
H -0.153491 -3.241478 2.481438 -0.01 0.00 0.16
H 1.579013 2.137919 -2.273744 0.10 0.14 0.03
S -1.973389 -2.417378 0.933959 0.22 -0.08 -0.11
H -2.660172 -1.297955 1.144614 -0.18 0.16 0.14
```
Positions in Å, forces in eV/Å.

* energy relative to the best compared isomer or geometry (same formula, charge and spin): 5.9 kcal per mole
* gap between HOMO and LUMO: 8.9 eV
* DFT total energy: -22804.376 eV
* structure (SMILES): SS.C

***

(6)
This record from the Open Molecules 2025 dataset describes a cluster of 2 separate species, CH6S3 in total at a distorted geometry. The level of theory is ωB97M-V with the def2-TZVPD basis set.

```
10
Properties=species:S:1:pos:R:3:forces:R:3
H -2.284300 0.796488 0.880944 -0.85 -0.70 -0.89
S 1.358463 1.766130 -0.951511 -0.66 1.42 -2.71
H 0.705735 2.469093 -0.065889 -0.54 0.49 0.41
H -2.244001 -0.408427 -0.673300 0.60 -0.21 -0.40
H 1.244314 -1.993410 0.745053 0.12 1.00 -0.10
C 1.093378 -1.073967 0.131314 -0.82 0.46 -0.23
H 0.010970 -0.770633 0.183269 0.90 -0.42 0.12
S 2.069391 0.490137 0.616189 0.66 -3.52 1.91
S -3.196257 0.118294 0.061986 0.28 0.94 1.27
H 1.242310 -1.393704 -0.928051 0.29 0.54 0.61
```
Positions in Å, forces in eV/Å.

* energy relative to the best compared isomer or geometry (same formula, charge and spin): 18.9 kcal per mole
* net charge: -1
* ⟨S²⟩: 0.75
* gap between HOMO and LUMO (alpha / beta): 3.1 / 7.0 eV
* 2S+1: 2
* DFT total energy: -33639.146 eV

***

(7)
This record from the Open Molecules 2025 dataset describes a cluster of 2 separate species, CH6S4 in total at a distorted geometry. The level of theory is ωB97M-V with the def2-TZVPD basis set.

```
11
Properties=species:S:1:pos:R:3:forces:R:3
S 1.075786 2.691272 0.381211 -0.04 -0.59 -0.36
S 0.153703 2.635526 2.233324 -1.14 -0.16 -1.43
H 1.420912 0.376370 0.597699 0.65 -0.39 -0.49
C 0.967430 0.922471 -0.223773 0.57 1.15 0.81
S -0.144030 -3.207829 -0.159311 -0.71 0.93 -0.06
H 0.344705 -2.584471 -1.242441 0.37 -0.19 0.13
S -1.962980 -2.075842 -0.335310 1.02 -0.94 0.07
H -1.080713 2.654600 1.583136 0.79 0.03 1.15
H 1.501993 0.953186 -1.196911 -0.27 -0.43 0.78
H -0.028702 0.516035 -0.277493 -0.57 0.37 -0.47
H -2.248104 -2.881318 -1.360130 -0.67 0.23 -0.14
```
Positions in Å, forces in eV/Å.

* energy relative to the best compared isomer or geometry (same formula, charge and spin): 12.8 kcal per mole
* gap between HOMO and LUMO: 8.8 eV
* DFT total energy: -44474.663 eV
* structure (SMILES): CSS.SS

***

(8)
This record from the Open Molecules 2025 dataset describes a structure of composition CH7BeO6 at a distorted geometry. The level of theory is ωB97M-V with the def2-TZVPD basis set.

```
15
Properties=species:S:1:pos:R:3:forces:R:3
O 1.099799 -1.341160 0.243371 0.44 0.11 1.70
H 0.654735 1.823324 -1.093960 -0.46 0.28 -0.07
Be 0.540842 0.174062 0.316480 -2.59 -0.05 0.41
O -1.015969 0.089925 0.496412 4.68 -0.50 1.62
O 0.806524 0.871104 -1.135927 0.51 0.65 -0.14
H 0.695977 -1.965698 0.906989 0.50 0.34 -1.58
C -1.963729 -0.287526 -0.245630 -3.75 4.08 -0.13
O -3.014888 0.311360 -0.057463 -0.80 -1.94 -1.04
H 0.679827 1.793102 2.168354 -0.08 -0.52 -0.29
H 1.568809 0.798725 -1.712673 0.44 -0.31 -0.29
H 1.353779 -1.666538 -0.618825 -0.16 -1.04 -0.08
O -1.689122 -1.018607 -1.317382 0.72 -1.40 -0.46
H -2.499991 -1.208520 -1.815500 0.01 0.25 0.30
O 1.101204 1.086279 1.643451 1.02 -0.84 0.27
H 1.682204 0.540167 2.222303 -0.48 0.88 -0.21
```
Positions in Å, forces in eV/Å.

* net charge: +1
* gap between HOMO and LUMO: 8.2 eV
* DFT total energy: -13834.199 eV

***

(9)
This record from the Open Molecules 2025 dataset describes a cluster of 2 separate species, CH7IN3 in total. The level of theory is ωB97M-V with the def2-TZVPD basis set.

```
12
Properties=species:S:1:pos:R:3:forces:R:3
C -0.745952 -0.731230 0.140537 -0.45 0.18 0.18
H 1.789848 1.630372 -0.069642 -0.01 0.02 -0.04
N -0.137080 -0.744760 1.300286 0.01 -0.19 0.27
H 0.337826 2.279488 0.236726 0.07 0.00 -0.06
N 0.801948 1.542741 -0.289305 0.03 0.28 -0.17
I -2.551062 0.306569 -0.034006 0.39 -0.25 0.03
H 0.772792 -1.176067 1.407833 -0.11 0.03 -0.03
H -0.463700 -0.184780 2.075232 -0.04 -0.07 -0.21
H 0.708768 1.808399 -1.266868 0.07 0.04 0.08
H -0.789978 -1.418465 -1.771333 -0.02 0.08 0.13
H 0.579798 -1.902781 -0.841785 -0.08 0.03 -0.03
N -0.303208 -1.409483 -0.887677 0.15 -0.15 -0.15
```
Positions in Å, forces in eV/Å.

* energy relative to the best compared isomer or geometry (same formula, charge and spin): 14.7 kcal per mole
* net charge: +1
* gap between HOMO and LUMO: 10.2 eV
* DFT total energy: -13715.425 eV

***

(10)
This record from the Open Molecules 2025 dataset describes a cluster of 2 separate species, CH7ISi2 in total at a distorted geometry. The level of theory is ωB97M-V with the def2-TZVPD basis set.

```
11
Properties=species:S:1:pos:R:3:forces:R:3
H 0.622131 -0.846764 1.247320 0.06 0.06 0.08
Si -1.362286 -0.142357 -0.110956 1.64 -0.78 0.02
H 2.198481 0.503682 -1.835715 -0.07 0.03 -0.32
H 0.626184 -1.643974 -0.304205 0.00 0.02 -0.09
Si 1.800413 0.506715 -0.440603 -0.20 -0.48 0.27
H -1.686943 0.944694 0.791644 -0.20 0.43 0.21
H -1.452039 0.222870 -1.521588 -0.25 0.19 -0.26
H -2.156911 -1.339209 0.171685 -0.38 -0.10 0.04
H 2.299817 1.583832 0.390023 -0.01 0.28 0.21
C 0.487640 -0.674170 0.178954 -0.67 0.45 -0.16
I -1.826059 4.569157 -0.335839 0.07 -0.10 0.00
```
Positions in Å, forces in eV/Å.

* energy relative to the best compared isomer or geometry (same formula, charge and spin): 69.4 kcal per mole
* gap between HOMO and LUMO (alpha / beta): 9.6 / 3.4 eV
* DFT total energy: -25003.113 eV

***

- The highest DFT total energy belongs to which entry?
  CH7IN3

***

- What is the DFT total energy in the ninth record?
  -13715.425 eV

***

- Which value of DFT total energy does entry 7 give?
  -44474.663 eV